Below is C4H8N2O in the gas phase, with properties calculated with ωB97M-V/def2-TZVPD.

```
! RIJCOSX wB97M-V def2-TZVPD def2/J DEFGRID3
* xyz 0 1
C -0.33 -0.54 1.00
C -0.56 0.47 0.05
C 0.73 0.44 -1.96
C 0.70 1.04 -0.50
N -1.38 -0.91 1.74
N -2.47 -0.23 1.87
O 1.91 0.59 0.16
H 0.57 -1.09 1.07
H 0.77 -0.66 -1.99
H 1.61 0.84 -2.57
H -0.24 0.72 -2.47
H 0.55 2.15 -0.74
H -1.04 -1.83 2.26
H -3.13 -0.87 2.34
H 2.30 -0.12 -0.27
*
```

Summary:
relative energy (zero: lowest compared OMol25 entry of this formula, charge and spin): 7.100 eV
frontier orbital gap (alpha / beta): 7.7611 / 7.0846 eV
LUMO energy (alpha / beta): -0.0108 / -0.0197 hartree

Below is 2 unconnected molecules or ions with the total composition C4H8N2O, with properties calculated with ωB97M-V/def2-TZVPD.

```
! RIJCOSX wB97M-V def2-TZVPD def2/J DEFGRID3
* xyz 0 1
C 0.07 -1.37 1.25
C 0.31 -0.09 0.62
C 1.21 0.17 -0.42
N 1.13 1.52 -0.67
C 0.25 2.05 0.14
N -0.22 1.10 1.04
H 0.53 -1.65 2.17
H -0.99 -1.62 1.56
H 0.17 -2.05 0.41
H 2.05 -0.47 -0.70
H 0.31 3.09 0.42
H -0.93 1.24 1.75
O -1.37 -1.04 -2.45
H -1.90 -0.25 -2.22
H -0.62 -0.64 -2.90
*
```

Summary:
relative energy (zero: lowest compared OMol25 entry of this formula, charge and spin): 1.677 eV
frontier orbital gap: 9.2897 eV
SMILES: Cc1cnc[nH]1.O
LUMO energy: 0.0292 hartree